ORCA calculation (the ωB97M-V functional and the def2-TZVPD basis) on C30H43BrMnN2P2S as an isolated structure.

As for the energy: -6083.614122 Eh. As for the gap between HOMO and LUMO (alpha / beta): 4.06 / 3.51 eV. The multiplicity is 6. The expectation value of S² is 8.769. As for the total charge: +2. Its HOMO energy (alpha / beta) is -12.12 / -12.04 eV.

Last column: Mulliken charge in e.
Cartesian coordinates (Å):
C  -1.080490  -3.792131  -3.326676  -0.29
C  0.057192  -3.003069  -3.020957  0.36
C  0.742941  -2.500201  -4.155055  -0.23
C  0.379907  -2.889113  -5.453079  -0.35
N  -0.647830  -3.696575  -5.675128  -0.55
C  -1.374434  -4.138162  -4.657083  -0.40
C  0.552075  -2.756170  -1.677743  -0.74
C  1.494854  -3.012192  -0.884208  0.30
C  2.020038  -2.850338  0.428386  0.10
C  1.689999  -1.732757  1.252245  -0.33
C  2.225195  -1.651432  2.572119  -0.50
C  2.937146  -2.758280  3.046283  0.61
C  3.388824  -3.819424  2.237762  -0.76
C  2.864884  -3.873606  0.917222  -0.51
Mn  0.334034  -1.570171  3.441735  0.74
P  -1.359634  0.357832  -0.584400  0.70
H  1.583004  -1.822551  -4.037119  0.40
H  -1.725604  -4.167457  -2.540575  0.41
H  0.926662  -2.533353  -6.334531  0.37
H  -2.229454  -4.774492  -4.907129  0.37
H  3.093925  -4.681582  0.241868  0.58
H  1.140938  -0.881563  0.878098  0.83
H  4.086367  -4.566882  2.529571  0.50
H  2.098539  -0.768962  3.245163  0.56
C  -2.175156  1.988476  -0.239605  -0.59
C  -2.823702  2.797048  -1.357631  -1.32
H  -1.364731  2.583804  0.211883  0.28
H  -2.898824  1.794213  0.565944  0.47
H  -3.221586  3.725215  -0.926033  0.45
H  -2.110515  3.087490  -2.137881  0.24
H  -3.664995  2.280664  -1.830382  0.28
C  -0.528851  0.645361  -2.226574  0.34
C  -1.321575  0.427085  -3.511537  -1.57
H  0.325340  -0.051058  -2.198303  0.02
H  -0.113503  1.665588  -2.211808  0.13
H  -0.697733  0.715489  -4.370025  0.42
H  -1.596525  -0.626248  -3.658816  0.24
H  -2.231041  1.041219  -3.559602  0.36
C  -2.690888  -0.854932  -0.978361  0.28
C  -3.919474  -0.361447  -1.723234  -1.42
H  -2.988335  -1.255643  0.002623  0.11
H  -2.210347  -1.684180  -1.519268  -0.24
H  -4.651548  -1.175155  -1.790730  0.45
H  -4.403221  0.476444  -1.214595  0.29
H  -3.695845  -0.061238  -2.750025  0.22
Br  3.364701  -2.693684  4.942132  -0.06
P  1.963508  2.025334  0.363053  0.85
C  1.613957  3.310761  -0.956239  -0.37
C  2.096288  4.741998  -0.765606  -1.35
H  0.509577  3.308014  -0.998385  0.04
H  1.973638  2.914604  -1.920579  0.48
H  1.641396  5.368894  -1.545477  0.43
H  1.795865  5.151599  0.205243  0.23
H  3.184134  4.830132  -0.869839  0.30
C  2.368673  2.938977  1.920782  -0.72
C  3.786661  3.252593  2.406981  -1.40
H  1.889187  2.244916  2.636837  0.27
H  1.768382  3.863781  1.928520  0.47
H  3.719515  3.593347  3.451722  0.42
H  4.457970  2.383687  2.394843  0.28
H  4.244022  4.070994  1.835194  0.28
C  3.506414  1.196736  -0.241219  -0.40
C  4.650818  2.030797  -0.817287  -1.32
H  3.137034  0.493396  -1.010211  0.27
H  3.843957  0.576968  0.606890  0.30
H  5.478022  1.354077  -1.080773  0.43
H  4.352000  2.551478  -1.737035  0.29
H  5.038550  2.762665  -0.097422  0.22
S  -1.312244  0.845873  4.146539  -0.28
C  -2.691862  -0.125717  4.332859  0.42
N  -3.514072  -0.098219  5.443053  -0.05
C  -4.603746  -0.936380  5.567271  -0.30
C  -4.855248  -1.855905  4.563524  -0.56
C  -4.042925  -1.865850  3.399676  -0.46
C  -2.905655  -1.084791  3.352365  0.41
H  -3.278893  0.520066  6.202016  0.27
H  -5.205574  -0.802600  6.460017  0.42
H  -5.660702  -2.558962  4.674942  0.43
H  -4.350075  -2.490272  2.571358  0.48
H  -2.179296  -1.094868  2.521445  -0.33

Forces on atoms 1 to 6 (eV/Å):
C 0.276 -0.024 0.245
C -1.165 0.115 -1.737
C 0.284 0.009 0.256
C -0.154 0.132 0.886
N -0.172 -0.244 -0.561
C 0.351 0.575 0.654

---

ORCA calculation (the ωB97M-V functional and the def2-TZVPD basis) on a 2-piece molecular cluster, C15H22N2O7 overall.

As for the energy: -1220.972833 Eh. As for the gap between HOMO and LUMO: 9.64 eV. Its HOMO energy is -9.46 eV.

Last column: Mulliken charge in e.
Cartesian coordinates (Å):
O  3.593753  -1.403436  -0.492945  -0.60
C  2.567959  -0.930154  -0.950786  0.19
O  1.840378  -1.552419  -1.906693  -0.42
C  2.078066  0.349803  -0.403935  0.52
C  0.844389  0.862000  -0.794289  -0.74
C  0.220567  2.104838  -0.199709  1.90
O  -1.104626  1.746017  0.210126  -0.64
C  0.075746  3.179463  -1.254454  -0.91
C  0.951210  4.233716  -1.470836  -0.50
C  2.254618  4.467800  -0.742013  -0.67
O  2.899903  3.225061  -0.439628  -0.42
C  2.501873  2.558686  0.776621  0.03
C  2.927609  1.092993  0.618252  -1.09
C  0.987092  2.611282  1.041552  -0.80
O  0.622578  1.809099  2.172999  -0.63
H  2.298061  -2.397724  -2.042314  0.35
H  0.269169  0.331040  -1.545359  0.47
H  -1.633327  1.477773  -0.561203  0.47
H  -0.802925  3.139419  -1.890147  0.31
H  0.699495  4.940825  -2.255768  0.39
H  2.920355  5.043096  -1.393151  0.46
H  2.088510  5.066115  0.159711  0.28
H  3.028489  3.003926  1.626653  0.33
H  3.978096  1.071461  0.309872  0.49
H  2.858813  0.577640  1.581624  0.40
H  0.682079  3.639341  1.260948  0.45
H  -0.333177  1.629866  2.075789  0.32
C  -3.462939  -4.592135  -0.777116  -0.76
N  -2.025333  -4.798147  -0.600096  -0.12
C  -1.064847  -3.869044  -0.549718  0.10
O  0.095865  -4.222018  -0.389869  -0.69
C  -1.393817  -2.381437  -0.746911  -0.21
N  -1.284242  -1.610547  0.496103  -0.02
C  -2.304553  -1.396560  1.325438  0.78
C  -1.995195  -0.705449  2.632535  -0.98
O  -3.454367  -1.729464  1.069789  -0.66
H  -3.979020  -5.553454  -0.752472  0.33
H  -3.662977  -4.111422  -1.736141  0.25
H  -3.856357  -3.967780  0.027814  0.25
H  -1.699644  -5.743822  -0.470639  0.29
H  -2.390664  -2.265726  -1.170061  0.52
H  -0.687324  -1.984162  -1.473359  0.09
H  -0.363236  -1.322140  0.790255  0.11
H  -2.854029  -0.807505  3.294772  0.36
H  -1.122926  -1.164615  3.095190  0.37
H  -1.809145  0.347900  2.443571  0.04

Forces on atoms 1 to 6 (eV/Å):
O -0.732 -0.039 -0.691
C 1.253 -0.301 0.897
O 0.223 0.418 0.390
C -3.128 1.935 -0.805
C 2.821 -1.141 0.960
C -0.025 -0.008 -0.953

---

ORCA calculation (the ωB97M-V functional and the def2-TZVPD basis) on an isolated ion of composition C2H5N2S3 and charge +1.

As for the energy: -1382.861945 Eh. As for the gap between HOMO and LUMO (alpha / beta): 7.14 / 5.52 eV. The multiplicity is 3. The expectation value of S² is 2.035. As for the total charge: +1. The energy above the lowest of the compared OMol25 structures with the same formula, charge and spin comes out at 228.1 kJ/mol. Its HOMO energy (alpha / beta) is -10.98 / -13.17 eV.

Last column: Mulliken charge in e.
Cartesian coordinates (Å):
C  -1.245869  1.133080  -0.227927  0.07
C  1.454039  -0.490865  0.366327  -0.19
N  -1.245757  -0.161613  -0.132255  -0.27
N  -0.058524  1.777926  0.034900  -0.15
S  1.475628  1.145622  -0.228330  0.08
S  2.634521  -1.504579  -0.214066  -0.09
S  -2.586010  -1.111505  -0.355547  0.07
H  -2.136808  1.755234  -0.353873  0.38
H  0.765678  -0.944632  1.140661  0.34
H  0.076622  2.732856  -0.332570  0.33
H  2.681255  -2.080083  0.950797  0.19
H  -1.814774  -2.251436  -0.648115  0.25

Forces on atoms 1 to 6 (eV/Å):
C 0.057 0.385 1.212
C -2.104 0.230 1.297
N -0.649 -0.572 -0.802
N -0.528 -0.143 -1.960
S 0.742 -0.677 0.857
S 1.110 -0.446 -1.413

---

ORCA calculation (the ωB97M-V functional and the def2-TZVPD basis) on C41H33ClN2O4P2Pd as an isolated structure.

As for the energy: -3263.175285 Eh. As for the gap between HOMO and LUMO: 5.76 eV. As for the total charge: -2. Its HOMO energy is -1.68 eV.

Last column: Mulliken charge in e.
Cartesian coordinates (Å):
Pd  -19.102800  -6.771015  -5.627183  -1.41
C  -18.382223  -3.716449  -6.301003  -1.64
N  -19.446338  -3.265380  -5.417090  0.99
C  -20.740110  -3.969826  -5.313475  -2.25
P  -20.850534  -5.447279  -6.429967  1.27
C  -22.617707  -5.873901  -5.984386  0.54
C  -23.754467  -5.282963  -6.525410  -0.24
C  -25.002656  -5.790703  -6.237424  -0.78
C  -25.137739  -6.825740  -5.312768  -0.29
C  -24.038175  -7.386262  -4.715519  -0.72
C  -22.783866  -6.937824  -5.114623  -0.07
C  -21.099327  -4.646413  -8.086035  0.17
C  -21.436714  -3.319269  -8.375695  0.10
C  -21.427712  -2.843112  -9.696144  -0.68
C  -21.121341  -3.655485  -10.739890  -0.49
C  -20.867930  -4.998626  -10.485163  -0.60
C  -20.822754  -5.476396  -9.181709  -0.69
C  -19.303361  -2.123637  -4.653700  1.20
C  -18.217071  -1.179073  -4.791460  -0.42
C  -18.176011  -0.018105  -4.084640  -0.71
C  -19.160160  0.289546  -3.165517  -0.48
C  -20.186875  -0.625647  -2.948172  -0.79
C  -20.235084  -1.806967  -3.682108  -0.49
P  -17.443136  -5.225720  -5.716467  1.70
C  -16.838108  -4.597769  -4.079362  0.01
C  -17.141761  -5.377529  -2.951479  -0.53
C  -16.602171  -5.102163  -1.708007  -0.44
C  -15.748926  -4.006223  -1.546133  -0.58
C  -15.436522  -3.246525  -2.656837  -0.67
C  -15.973236  -3.528481  -3.892265  0.26
C  -15.875239  -4.994985  -6.731472  0.20
C  -14.630091  -5.322217  -6.186696  -0.46
C  -13.440390  -5.142524  -6.908648  -0.63
C  -13.486557  -4.690512  -8.215855  -0.50
C  -14.707229  -4.372120  -8.759711  -0.50
C  -15.893258  -4.509136  -8.034480  -0.18
H  -17.682646  -2.931369  -6.394387  0.75
H  -18.789571  -3.887846  -7.346387  -0.12
H  -21.532825  -3.263461  -5.543075  0.82
H  -20.878864  -4.362329  -4.315831  0.80
H  -23.661515  -4.481026  -7.240491  0.30
H  -25.926094  -5.347375  -6.671627  0.31
H  -26.113382  -7.206108  -5.080904  0.37
H  -24.191837  -8.181159  -3.980582  0.43
H  -21.914256  -7.455477  -4.702624  0.07
H  -21.659287  -2.637247  -7.541016  0.23
H  -21.706418  -1.813248  -9.894882  0.35
H  -21.129134  -3.272860  -11.740744  0.41
H  -20.571756  -5.653031  -11.320743  0.35
H  -20.523629  -6.509298  -9.029506  0.37
H  -17.415046  -1.360255  -5.486321  0.18
H  -17.321322  0.629141  -4.253894  0.35
H  -19.119970  1.260987  -2.645281  0.30
H  -20.946911  -0.398687  -2.206747  0.37
H  -21.045317  -2.473536  -3.489704  0.46
H  -17.743656  -6.269155  -3.128449  0.26
H  -16.799776  -5.767890  -0.873922  0.41
H  -15.290232  -3.796322  -0.584305  0.36
H  -14.774420  -2.375157  -2.534492  0.33
H  -15.645854  -2.922904  -4.734903  0.32
H  -14.598693  -5.661527  -5.161530  0.51
H  -12.510160  -5.427700  -6.430472  0.35
H  -12.577935  -4.540523  -8.822331  0.30
H  -14.771115  -4.034469  -9.791442  0.35
H  -16.837705  -4.252988  -8.473783  0.35
O  -17.059117  -7.109665  -10.768731  -0.68
Cl  -17.107778  -8.336847  -10.021222  1.68
O  -16.592672  -9.423497  -10.808742  -0.71
O  -16.335136  -8.154234  -8.799749  -0.63
O  -18.485471  -8.617179  -9.628789  -0.65
N  -21.540831  -12.054696  2.581585  -0.60
C  -21.242210  -11.582688  1.576960  0.13
C  -20.881033  -10.971045  0.319184  0.45
C  -19.964888  -9.916953  0.328538  -0.40
C  -19.567677  -9.261360  -0.821342  -0.49
C  -20.105776  -9.608251  -2.083534  0.29
C  -20.981753  -10.718941  -2.088140  -0.58
C  -21.375361  -11.395231  -0.930109  -0.56
C  -19.808905  -8.904808  -3.230823  -0.32
C  -19.531468  -8.211706  -4.215697  -0.41
H  -19.586489  -9.534274  1.285679  0.34
H  -18.920453  -8.396588  -0.662645  0.42
H  -21.336281  -11.072490  -3.046143  0.45
H  -22.034743  -12.219003  -1.026025  0.45

Forces on atoms 1 to 6 (eV/Å):
Pd -0.367 0.101 -0.192
C -0.706 -0.271 -0.908
N -0.187 0.075 0.208
C 1.056 0.096 -0.828
P -0.163 -0.304 0.268
C 0.462 -0.137 -0.248